# 1
{
  "formula": "C20H24N2O3S",
  "method": "the ωB97M-V functional and the def2-TZVPD basis",
  "species": ["C", "C", "O", "C", "C", "C", "C", "C", "C", "C", "O", "N", "C", "C", "O", "N", "C", "C", "C", "S", "C", "C", "C", "C", "C", "C", "H", "H", "H", "H", "H", "H", "H", "H", "H", "H", "H", "H", "H", "H", "H", "H", "H", "H", "H", "H", "H", "H", "H", "H"],
  "xyz": [[3.625703, -3.977713, -1.043128], [3.487503, -2.458910, -1.027307], [2.169333, -2.035887, -0.722951], [1.721148, -2.003084, 0.565487], [2.494656, -2.361020, 1.665537], [1.987584, -2.276025, 2.950294], [0.698792, -1.824423, 3.168343], [-0.073228, -1.458016, 2.084487], [0.407753, -1.545585, 0.781647], [-0.525982, -1.078232, -0.281333], [-1.435820, -0.297216, -0.016981], [-0.354346, -1.580980, -1.518209], [-1.159872, -1.140201, -2.638695], [-0.650736, 0.222087, -3.142902], [0.022985, 0.337373, -4.145778], [-1.020726, 1.234373, -2.342003], [-0.482850, 2.566841, -2.484463], [0.769055, 2.778381, -1.626520], [0.492452, 2.656165, -0.133861], [-0.692461, 3.948073, 0.415786], [-1.944027, 2.958869, 1.202681], [-1.608434, 2.016914, 2.163533], [-2.608304, 1.285261, 2.776499], [-3.935234, 1.493608, 2.441171], [-4.265577, 2.444983, 1.490973], [-3.272535, 3.180711, 0.871247], [4.640016, -4.246767, -1.323837], [2.936487, -4.405820, -1.766967], [3.404746, -4.402842, -0.067045], [3.668838, -2.059476, -2.029378], [4.207996, -2.001533, -0.340439], [3.506468, -2.709406, 1.533721], [2.612526, -2.565105, 3.782120], [0.303747, -1.756370, 4.169821], [-1.078961, -1.087763, 2.213346], [0.498666, -2.078589, -1.721164], [-1.083774, -1.875746, -3.439300], [-2.197164, -1.048540, -2.306223], [-1.489872, 1.002201, -1.471792], [-1.252306, 3.287973, -2.199556], [-0.226657, 2.703761, -3.537368], [1.173758, 3.769315, -1.839453], [1.519298, 2.033894, -1.905229], [0.047986, 1.694955, 0.115740], [1.413596, 2.788883, 0.434939], [-0.574750, 1.858124, 2.433963], [-2.349597, 0.556874, 3.531453], [-4.711325, 0.917026, 2.922493], [-5.299482, 2.612252, 1.226780], [-3.517074, 3.926355, 0.129822]],
  "atomic_forces_ev_per_a": [[-0.179, 0.371, 0.087], [0.428, -0.292, -0.157], [-0.292, 0.057, 0.205], [-0.223, 0.074, 0.160], [0.232, -0.064, -0.201], [-0.075, 0.041, -0.022], [0.020, -0.025, 0.082], [0.034, -0.012, -0.141], [0.273, -0.016, 0.186], [-0.068, -0.107, -0.232], [-0.133, -0.105, 0.131], [0.102, -0.155, -0.222], [-0.084, 0.237, -0.069], [-0.427, -0.512, 0.185], [0.309, -0.010, -0.333], [-0.192, 0.391, 0.358], [0.324, 0.151, -0.223], [-0.308, -0.047, -0.058], [-0.056, 0.380, 0.076], [0.089, -0.147, 0.099], [0.325, 0.266, -0.152], [-0.120, -0.017, 0.082], [0.038, -0.031, 0.063], [-0.095, -0.051, 0.040], [-0.135, -0.018, 0.043], [0.048, -0.005, -0.005], [0.114, -0.059, -0.027], [-0.032, -0.055, -0.066], [0.019, -0.071, 0.056], [0.039, -0.009, 0.185], [-0.108, 0.030, -0.073], [0.076, -0.030, -0.061], [0.059, -0.023, 0.059], [-0.046, 0.003, 0.090], [-0.067, 0.046, -0.006], [-0.043, 0.057, 0.134], [-0.010, 0.139, 0.052], [0.081, -0.073, -0.077], [0.021, -0.109, -0.172], [0.072, -0.050, -0.092], [-0.088, 0.057, 0.111], [0.092, 0.014, -0.050], [0.058, 0.040, -0.056], [0.059, -0.060, 0.032], [-0.048, -0.126, -0.009], [0.085, 0.002, 0.010], [0.009, -0.080, 0.063], [-0.062, -0.042, 0.035], [-0.085, 0.009, -0.013], [-0.031, 0.038, -0.104]],
  "e_lumo_ev": 0.562,
  "homo_lumo_gap_ev": 8.71,
  "e_homo_ev": -8.1,
  "total_energy_ev": -41088.7059,
  "charge": 0
}


# 2
{
  "formula": "C30H45AuBrO2P2",
  "method": "the ωB97M-V functional and the def2-TZVPD basis",
  "species": ["Au", "C", "C", "C", "C", "C", "C", "H", "H", "H", "C", "H", "H", "H", "C", "H", "H", "H", "C", "H", "H", "H", "C", "H", "H", "H", "C", "C", "C", "C", "C", "C", "C", "C", "H", "H", "H", "H", "H", "H", "H", "H", "H", "H", "H", "H", "P", "C", "C", "P", "C", "C", "C", "H", "H", "H", "H", "H", "H", "H", "H", "H", "H", "H", "H", "H", "H", "Br", "C", "C", "C", "C", "C", "C", "C", "O", "O", "H", "H", "H", "H"],
  "xyz": [[-1.520712, 1.421271, 1.971086], [1.347715, -0.329775, 3.372535], [0.429835, 0.523805, 3.980488], [-0.729891, -1.217871, 2.930675], [0.634663, -1.382928, 2.698001], [-0.933846, 0.052814, 3.669800], [2.823004, -0.217474, 3.415961], [3.133810, 0.528272, 4.156452], [3.243487, 0.073757, 2.442798], [3.274450, -1.179846, 3.687429], [1.257892, -2.449220, 1.881492], [2.307408, -2.593766, 2.167441], [1.228021, -2.190041, 0.810053], [0.726935, -3.404492, 1.999604], [-1.772217, -2.165652, 2.493487], [-1.578761, -3.173573, 2.895723], [-1.787365, -2.266074, 1.396225], [-2.771042, -1.857090, 2.822905], [-2.052279, 0.223031, 4.645624], [-1.925541, -0.435129, 5.517213], [-3.011664, -0.016931, 4.178672], [-2.097217, 1.254515, 5.008955], [0.780165, 1.691631, 4.816883], [1.320953, 1.384593, 5.726564], [-0.117213, 2.238311, 5.124203], [1.438041, 2.390453, 4.275568], [2.323367, -0.027689, -4.003121], [3.026153, 0.286544, -2.908310], [3.280952, 1.672609, -2.382053], [2.069840, 2.652135, -2.480199], [0.758503, 1.965233, -2.447429], [-0.087689, 1.995964, -3.574268], [0.308917, 1.389023, -4.738146], [1.720364, 0.952125, -4.997707], [4.124813, 2.140823, -2.922575], [2.168816, 3.222786, -3.418477], [3.613237, 1.585993, -1.335635], [2.400083, 1.814907, -5.128989], [2.274482, -1.074153, -4.332406], [3.576482, -0.503566, -2.386631], [1.698532, 0.417579, -5.963412], [-0.019455, -0.702225, -3.449173], [-1.081607, 2.452527, -3.499201], [-0.399241, 1.237896, -5.560705], [2.134501, 3.407179, -1.675329], [0.686714, 1.062075, -1.833259], [-0.380573, 2.134392, 0.258172], [-0.326914, 3.917012, -0.028008], [1.294149, 1.476839, 0.439820], [-3.002620, 1.599836, 0.384121], [-1.673261, 1.471063, -0.906652], [-3.749908, 3.240567, 0.133139], [-4.352863, 0.425486, 0.145139], [-0.788647, 4.175655, -0.989765], [0.724820, 4.232131, -0.050753], [-0.841761, 4.437203, 0.789663], [1.525304, 1.354697, 1.505463], [2.061176, 2.114160, -0.013496], [1.353939, 0.479115, -0.006240], [-5.184098, 0.914921, -0.383616], [-4.714250, 0.098060, 1.130869], [-4.017672, -0.447940, -0.429303], [-1.461125, 0.433352, -1.202573], [-1.903524, 2.090425, -1.778807], [-4.830334, 3.131236, 0.308383], [-3.591256, 3.614588, -0.889196], [-3.343186, 3.956277, 0.859213], [2.555061, -3.541506, -2.642852], [0.975529, -4.202517, -1.816724], [0.889107, -5.531948, -1.399128], [-0.242761, -5.968307, -0.694929], [-1.287376, -5.083726, -0.427983], [-1.223718, -3.763962, -0.867566], [-0.099348, -3.324802, -1.582959], [0.047676, -1.905090, -1.965939], [-0.281419, -1.632706, -3.241723], [0.423257, -1.053273, -1.153904], [1.709019, -6.214255, -1.613277], [-0.290147, -7.004560, -0.355240], [-2.166496, -5.417855, 0.127697], [-2.032173, -3.054921, -0.689861]],
  "atomic_forces_ev_per_a": [[0.717, -2.276, 4.857], [-0.992, -0.657, -0.327], [-0.322, -0.407, -0.951], [0.388, 1.429, 0.212], [-0.021, 0.951, 0.826], [0.659, -0.494, -0.750], [0.444, 0.164, 0.084], [0.050, -0.163, -0.163], [0.040, -0.044, 0.121], [0.008, 0.214, -0.043], [0.204, -0.375, -0.275], [-0.228, -0.068, -0.122], [0.059, -0.104, 0.281], [0.155, 0.158, -0.053], [-0.550, -0.470, -0.257], [-0.093, 0.235, -0.102], [-0.040, -0.016, 0.297], [0.142, -0.078, -0.060], [-0.348, -0.121, 0.586], [-0.071, 0.121, -0.043], [-0.017, 0.050, 0.196], [-0.143, -0.146, 0.031], [0.169, 0.532, 0.366], [-0.166, 0.097, -0.206], [0.205, -0.012, 0.006], [-0.175, -0.131, 0.223], [0.512, -0.082, -0.012], [0.235, -0.290, -0.565], [0.100, 0.461, 0.274], [0.758, 0.345, -0.329], [1.193, -0.145, 1.239], [-0.854, -1.034, -2.917], [-0.958, 1.171, 1.007], [0.373, -0.724, -0.461], [-0.232, -0.263, 0.196], [-0.204, -0.107, 0.362], [-0.078, 0.015, -0.335], [-0.419, -0.236, 0.059], [0.008, 0.369, 0.385], [-0.462, 0.088, -0.091], [0.213, 0.349, 0.296], [-0.205, -0.427, 0.189], [0.097, -0.447, -0.269], [0.164, 0.432, 0.284], [0.144, -0.190, -0.206], [0.018, 0.445, -0.187], [1.158, 1.174, -1.139], [0.238, 0.492, -0.217], [0.796, -0.386, -0.259], [-1.489, 0.253, -1.604], [-0.250, -0.084, 0.109], [-0.237, 0.226, 0.010], [-0.539, -0.280, -0.354], [0.139, -0.010, 0.233], [-0.308, 0.049, 0.033], [0.192, -0.067, -0.306], [-0.369, 0.201, -0.238], [-0.343, -0.084, 0.014], [-0.011, 0.143, 0.098], [0.219, -0.274, 0.032], [0.158, 0.073, -0.337], [-0.105, 0.173, 0.209], [-0.072, 0.291, 0.155], [0.293, -0.223, 0.171], [0.325, 0.201, -0.020], [-0.089, -0.120, 0.294], [-0.156, -0.146, -0.290], [-0.216, -0.268, 0.093], [-0.788, -0.088, 0.291], [-0.114, 0.175, 0.100], [0.272, 0.262, -0.254], [-0.162, 0.017, 0.087], [0.536, 0.008, -0.493], [0.323, -0.894, 0.275], [0.286, 1.585, 0.527], [0.390, 0.300, 0.741], [-0.807, -1.092, -1.437], [-0.173, 0.145, 0.105], [-0.021, 0.346, -0.119], [0.314, 0.061, -0.187], [0.135, -0.282, 0.018]],
  "e_lumo_ev": [-2.445, -4.579],
  "homo_lumo_gap_ev": [7.10, 4.46],
  "e_homo_ev": [-9.5, -9.0],
  "total_energy_ev": -128237.1370,
  "spin_multiplicity": 3,
  "charge": 1
}